Entry 1:
{"formula": "C2H12N4", "method": "ωB97M-V/def2-TZVPD", "orbital_gap_ev": [9.386, 3.953], "charge": 1, "lumo_ev": [-3.42, -8.83], "homo_energy_ev": [-12.80, -12.78], "multiplicity": 2, "energy_ha": -302.054731, "e_above_lowest_kcal_mol": 22.0, "symbols": ["N", "C", "N", "H", "H", "H", "H", "H", "H", "N", "C", "N", "H", "H", "H", "H", "H", "H"], "coordinates": [[1.832, 0.260, 0.147], [1.332, 0.363, 1.447], [1.426, -0.812, 2.255], [2.107, -0.682, -0.146], [2.641, 0.795, -0.102], [1.912, 1.135, 1.926], [0.276, 0.702, 1.439], [1.525, -1.691, 1.731], [0.515, -0.979, 2.698], [-1.191, 0.440, -2.407], [-1.488, 0.705, -1.021], [-1.770, -0.457, -0.087], [-0.347, -0.123, -2.508], [-1.907, -0.177, -2.785], [-0.689, 1.304, -0.593], [-2.420, 1.270, -0.958], [-1.159, -1.194, -0.477], [-2.596, -0.860, -0.558]], "forces_ev_per_angstrom": [[0.9, -1.6, -0.2], [0.7, -0.4, -0.1], [-2.1, -0.9, -1.0], [-0.8, 0.0, -0.1], [0.1, 1.2, -0.1], [0.0, 1.0, 0.5], [-0.2, 0.1, 0.1], [0.9, 0.3, 0.1], [0.4, 0.3, 0.7], [0.0, -0.9, 0.2], [-0.7, 0.1, 0.8], [0.5, -0.7, -2.4], [0.1, 0.3, 0.1], [-0.2, 0.4, -0.2], [0.1, 0.1, 0.0], [0.3, 0.4, -0.2], [0.5, 0.2, 0.7], [-0.4, 0.3, 1.0]]}

Entry 2:
{"formula": "C3H8N2O", "method": "ωB97M-V/def2-TZVPD", "orbital_gap_ev": [9.467, 6.831], "charge": 1, "lumo_ev": [-4.99, -7.62], "homo_energy_ev": [-14.45, -14.45], "multiplicity": 2, "energy_ha": -303.512237, "e_above_lowest_kcal_mol": 21.5, "symbols": ["C", "C", "N", "H", "H", "H", "H", "H", "C", "N", "O", "H", "H", "H"], "coordinates": [[2.373, -0.514, -0.566], [1.226, -1.054, -1.121], [0.160, -1.475, -0.470], [2.472, 0.209, 0.233], [3.293, -0.741, -1.097], [1.114, -1.104, -2.205], [-0.208, -1.022, 0.377], [-0.654, -1.900, -0.916], [-1.522, 1.255, 0.677], [-0.162, 1.458, 0.758], [-2.084, 0.184, 0.771], [-2.037, 2.206, 0.505], [0.066, 1.923, -0.127], [0.498, 0.703, 0.842]], "forces_ev_per_angstrom": [[1.2, 0.7, -0.2], [-2.1, -0.7, -0.3], [-0.9, 1.2, 0.1], [-0.3, -0.4, 0.4], [-0.1, 0.2, -0.1], [0.7, -0.8, 0.0], [0.6, -0.6, 0.5], [0.5, 0.1, -0.6], [-0.5, -1.0, 0.2], [0.7, 0.9, -1.5], [0.5, 0.2, 0.2], [-0.2, -0.1, -0.1], [0.4, 0.7, 0.7], [-0.5, -0.4, 0.6]]}

Entry 3:
{"formula": "C3H7IN3", "method": "ωB97M-V/def2-TZVPD", "orbital_gap_ev": 7.515, "smiles": "[H]/N=N/CC[N+](=C)I", "charge": 1, "lumo_ev": -5.55, "homo_energy_ev": -13.06, "energy_ha": -580.116772, "e_above_lowest_kcal_mol": 57.9, "symbols": ["C", "C", "C", "N", "N", "N", "I", "H", "H", "H", "H", "H", "H", "H"], "coordinates": [[-0.412, 0.039, -1.141], [-1.102, 0.287, 0.219], [1.538, -1.096, -0.432], [-0.403, 0.745, 2.360], [0.409, -1.148, -1.050], [-0.114, 0.318, 1.251], [-0.468, -2.964, -1.575], [-1.165, -0.074, -1.921], [0.229, 0.890, -1.388], [-1.672, 1.221, 0.167], [-1.814, -0.517, 0.431], [2.098, -1.994, -0.222], [1.945, -0.139, -0.141], [0.388, 0.708, 3.015]], "forces_ev_per_angstrom": [[-0.7, 1.0, 0.2], [-0.9, 0.1, -0.3], [-0.6, -0.1, -0.5], [-1.3, 0.4, -0.2], [1.0, -0.9, 0.5], [1.9, -0.3, 0.7], [0.2, 0.4, 0.1], [0.2, 0.0, 0.0], [0.0, -0.2, 0.0], [0.1, -0.1, 0.0], [0.1, 0.0, 0.0], [0.0, -0.2, 0.0], [-0.1, 0.1, -0.1], [0.3, -0.2, -0.4]]}

Entry 4:
{"formula": "C3H5O2", "method": "ωB97M-V/def2-TZVPD", "orbital_gap_ev": 10.811, "charge": 1, "lumo_ev": -6.66, "homo_energy_ev": -17.47, "energy_ha": -267.417452, "e_above_lowest_kcal_mol": 44.3, "symbols": ["C", "C", "C", "O", "O", "H", "H", "H", "H", "H"], "coordinates": [[0.516, -1.006, 0.957], [-0.293, 1.127, 0.023], [-0.255, -0.001, -0.939], [0.607, 0.099, 1.509], [0.132, -1.284, -0.233], [0.925, -1.905, 1.453], [0.090, 2.131, -0.097], [-1.155, 0.922, 0.610], [-1.132, -0.238, -1.448], [0.565, 0.155, -1.835]], "forces_ev_per_angstrom": [[1.8, -1.4, 1.2], [-0.4, -2.6, 1.9], [5.3, -0.2, -2.8], [-1.2, 1.1, -2.8], [-0.9, 2.3, -0.5], [-0.4, 0.4, 0.2], [0.4, -0.2, 0.1], [-0.8, 1.2, 0.7], [-1.9, 0.0, -0.4], [-1.8, -0.5, 2.4]]}

Entry 5:
{"formula": "C20H47BO9S", "method": "ωB97M-V/def2-TZVPD", "orbital_gap_ev": 9.565, "smiles": "CB(OC[C@H](C)C(C)C)S(C)(=O)=O.COCCOCCOC.COCCOCCOC", "lumo_ev": 0.42, "homo_energy_ev": -9.14, "energy_ha": -1890.313816, "symbols": ["C", "B", "O", "C", "C", "C", "C", "C", "C", "S", "C", "O", "O", "H", "H", "H", "H", "H", "H", "H", "H", "H", "H", "H", "H", "H", "H", "H", "H", "H", "H", "H", "C", "O", "C", "C", "O", "C", "C", "O", "C", "H", "H", "H", "H", "H", "H", "H", "H", "H", "H", "H", "H", "H", "H", "C", "O", "C", "C", "O", "C", "C", "O", "C", "H", "H", "H", "H", "H", "H", "H", "H", "H", "H", "H", "H", "H", "H"], "coordinates": [[1.217, 3.490, -2.240], [0.391, 3.317, -0.930], [0.290, 2.196, -0.220], [1.401, 1.287, -0.285], [1.417, 0.355, 0.913], [1.371, 1.170, 2.202], [2.663, -0.556, 0.733], [3.751, -0.383, 1.776], [2.211, -2.025, 0.676], [-0.566, 4.790, -0.181], [-2.279, 4.603, -0.647], [-0.074, 6.028, -0.726], [-0.426, 4.661, 1.247], [1.161, 2.582, -2.834], [2.257, 3.608, -1.941], [0.915, 4.374, -2.785], [1.295, 0.669, -1.174], [2.359, 1.798, -0.309], [0.522, -0.254, 0.907], [2.282, 1.711, 2.420], [0.584, 1.912, 2.157], [1.092, 0.508, 3.014], [3.081, -0.348, -0.252], [3.401, -0.768, 2.723], [4.642, -0.914, 1.462], [4.041, 0.653, 1.876], [2.974, -2.600, 0.165], [1.275, -2.074, 0.141], [2.079, -2.376, 1.691], [-2.372, 3.849, -1.419], [-2.825, 4.285, 0.230], [-2.688, 5.540, -0.992], [-3.783, 1.415, 6.459], [-3.950, 0.423, 5.470], [-3.216, 0.661, 4.281], [-2.617, -0.608, 3.713], [-1.521, -1.147, 4.446], [-1.777, -1.669, 5.741], [-2.566, -2.961, 5.781], [-3.923, -2.776, 5.418], [-4.436, -3.781, 4.573], [-4.367, 2.310, 6.221], [-4.136, 1.002, 7.403], [-2.729, 1.690, 6.576], [-2.415, 1.388, 4.456], [-3.906, 1.079, 3.536], [-2.206, -0.352, 2.733], [-3.380, -1.370, 3.547], [-2.221, -0.916, 6.393], [-0.788, -1.892, 6.149], [-2.539, -3.345, 6.809], [-2.085, -3.694, 5.124], [-3.745, -4.005, 3.752], [-5.367, -3.410, 4.146], [-4.643, -4.700, 5.132], [-0.794, 0.129, -3.934], [0.569, -0.184, -4.120], [0.968, -1.411, -3.528], [1.931, -2.178, -4.406], [1.360, -2.771, -5.558], [0.905, -1.937, -6.610], [1.993, -1.255, -7.411], [2.644, -0.240, -6.665], [4.046, -0.219, -6.823], [-0.978, 0.503, -2.919], [-1.055, 0.906, -4.651], [-1.434, -0.740, -4.120], [0.100, -2.041, -3.307], [1.470, -1.173, -2.579], [2.302, -3.019, -3.814], [2.798, -1.566, -4.664], [0.166, -1.216, -6.257], [0.385, -2.612, -7.295], [1.530, -0.788, -8.289], [2.711, -2.007, -7.755], [4.473, -1.224, -6.743], [4.459, 0.395, -6.023], [4.328, 0.219, -7.787]], "forces_ev_per_angstrom": [[-0.1, 0.1, 0.7], [-0.2, 0.0, -0.7], [0.6, 0.1, 0.4], [-0.5, -1.1, 0.1], [0.5, 0.9, 0.3], [-0.5, -0.2, 0.0], [-0.7, -0.5, -0.1], [-0.1, 0.2, -0.5], [0.5, 0.9, 0.0], [0.2, 0.1, 0.3], [-0.2, -0.1, 0.3], [0.1, 0.4, -0.9], [-0.4, -0.4, 0.7], [0.0, -0.1, -0.3], [0.3, 0.1, -0.1], [0.0, 0.1, -0.3], [0.1, 0.1, -0.4], [0.0, 0.4, -0.2], [-0.3, -0.2, -0.2], [0.3, 0.0, 0.1], [-0.2, 0.2, -0.2], [0.3, -0.1, 0.4], [0.2, 0.2, -0.1], [0.1, 0.0, 0.4], [0.2, -0.3, 0.1], [0.1, 0.3, 0.2], [0.0, -0.4, 0.0], [-0.3, -0.4, -0.2], [-0.2, -0.4, 0.2], [0.0, -0.1, -0.2], [-0.1, -0.2, 0.2], [0.1, 0.4, -0.2], [-0.1, 0.0, -0.1], [0.3, -0.1, 0.1], [-0.2, 0.0, 0.0], [0.1, -0.1, 0.0], [-0.1, 0.1, -0.1], [0.2, 0.0, 0.1], [-0.2, 0.0, 0.1], [0.1, 0.1, -0.3], [0.0, 0.0, 0.2], [0.1, 0.1, 0.0], [-0.1, 0.0, 0.0], [0.0, 0.0, 0.0], [0.0, 0.0, 0.0], [0.1, 0.1, -0.1], [0.1, 0.0, 0.0], [-0.1, 0.1, 0.1], [-0.2, 0.0, -0.1], [0.0, 0.0, 0.0], [0.2, -0.1, 0.0], [0.0, 0.0, 0.0], [0.0, 0.0, 0.0], [0.0, 0.0, 0.1], [0.0, -0.1, -0.1], [0.1, 0.1, 0.1], [-0.1, -0.1, -0.2], [0.0, 0.3, 0.1], [0.2, 0.0, 0.0], [0.0, -0.1, 0.0], [-0.2, 0.0, 0.0], [0.0, 0.2, 0.0], [0.1, -0.2, 0.2], [-0.1, 0.1, 0.0], [-0.1, 0.0, 0.0], [0.0, 0.0, 0.0], [0.0, 0.0, 0.0], [0.0, 0.0, 0.0], [0.0, -0.2, 0.0], [0.0, 0.0, 0.0], [-0.1, 0.2, 0.0], [0.1, 0.1, 0.1], [0.0, 0.0, 0.0], [0.0, -0.2, -0.1], [0.0, 0.0, 0.0], [0.0, 0.0, 0.0], [0.0, 0.1, 0.0], [0.1, -0.1, 0.0]]}

Entry 6:
{"formula": "C2H3N3", "method": "ωB97M-V/def2-TZVPD", "orbital_gap_ev": 10.758, "smiles": "c1nnc[nH]1", "lumo_ev": 0.72, "homo_energy_ev": -10.03, "energy_ha": -242.252872, "e_above_lowest_kcal_mol": 12.4, "symbols": ["N", "C", "N", "N", "C", "H", "H", "H"], "coordinates": [[0.650, -0.171, -0.410], [-0.253, -1.096, 0.172], [-1.290, -0.447, 0.613], [-1.133, 0.887, 0.355], [0.012, 1.020, -0.245], [1.546, -0.154, -0.903], [-0.211, -2.183, 0.331], [0.405, 1.974, -0.568]], "forces_ev_per_angstrom": [[-0.5, -0.1, 0.3], [0.3, 0.5, -0.2], [0.2, -0.2, 0.0], [0.1, 0.1, -0.1], [-0.3, 0.2, 0.1], [-0.6, -1.0, 0.5], [0.7, 0.8, -0.5], [0.1, -0.2, 0.0]]}